Entry from the Open Molecules 2025 dataset: a structure of composition C32H30BrIrN8O2S3 (ωB97M-V/def2-TZVPD).

Last column: Löwdin spin population.
Element x y z (Å)
Ir: 0.48726 0.02439 -0.64824  0.60
O: 3.60908 -2.04294 1.39217  0.00
C: 2.83677 -2.92833 2.07702  0.00
C: 3.44395 -4.09132 2.53344  0.00
C: 2.70826 -5.02052 3.25036  0.00
C: 1.36356 -4.80314 3.52481  0.00
C: 0.75872 -3.64990 3.05430  0.00
C: 1.47610 -2.71018 2.32088  0.00
C: 0.76930 -1.53853 1.70619  0.01
O: 0.74760 -1.66006 0.31344  0.11
N: 1.48877 -0.28530 1.99498  0.00
N: 0.80442 0.78504 1.37553  0.00
C: 0.47014 1.74407 2.15621  0.00
C: -0.17077 3.01910 1.91381  0.00
Br: -0.61780 3.51979 0.16355  0.00
C: -0.45899 3.75835 3.00172  0.00
C: -1.11863 5.04823 3.17174  0.00
C: -1.11337 6.07479 2.22296  0.00
C: -1.75786 7.27009 2.49074  0.00
C: -2.42429 7.45562 3.69422  0.00
C: -2.42449 6.44934 4.65009  0.00
C: -1.76122 5.26310 4.39633  0.00
H: 3.12827 -1.20159 1.32323  0.00
H: 4.49721 -4.23890 2.33399  0.00
H: 3.19434 -5.91861 3.60829  0.00
H: 0.79491 -5.52477 4.09418  0.00
H: -0.29535 -3.47553 3.23977  0.00
H: -0.26480 -1.47605 2.07868  0.01
H: 1.56788 -0.13249 2.99803  0.00
H: 0.70817 1.60039 3.21038  0.00
H: -0.18566 3.28785 3.94308  0.00
H: -0.58414 5.95674 1.29083  0.00
H: -1.73768 8.06361 1.75600  0.00
H: -2.93240 8.38992 3.89233  0.00
H: -2.93046 6.59427 5.59476  0.00
H: -1.74689 4.48359 5.14881  0.00
S: 2.70029 0.64162 -1.17749  0.12
C: 1.83275 1.67232 -2.27232  0.01
N: 0.54784 1.54490 -2.08516  0.01
C: -0.21320 2.31438 -2.95397  0.00
C: -1.60019 2.36466 -3.04459  0.00
C: -2.15965 3.19399 -3.99430  0.00
C: -1.35529 3.97304 -4.83402  0.00
C: 0.02325 3.93181 -4.74769  0.00
C: 0.58988 3.08794 -3.79845  0.00
S: 2.28552 2.80500 -3.47684  0.00
H: -2.22308 1.76849 -2.39507  0.00
H: -3.23658 3.23021 -4.08812  0.00
H: -1.81979 4.61594 -5.56896  0.00
H: 0.64051 4.53152 -5.40250  0.00
C: -0.00656 -5.21452 -2.06612  0.00
N: -0.28352 -3.79875 -1.82843  0.00
C: -1.65257 -3.52077 -1.39478  0.00
C: 0.60743 -2.84931 -2.06373  0.01
S: 0.03574 -1.23530 -2.53548  0.06
N: 1.90711 -3.12868 -2.04670  0.00
C: 2.46436 -4.13066 -1.13832  0.00
C: 2.89910 -2.42809 -2.85514  0.00
H: -0.88941 -5.64165 -2.53918  0.00
H: 0.18708 -5.75369 -1.13872  0.00
H: 0.83882 -5.32190 -2.73982  0.00
H: -1.92747 -4.25990 -0.64300  0.00
H: -2.34716 -3.59120 -2.23074  0.00
H: -1.70072 -2.53811 -0.94693  0.00
H: 1.74199 -4.36724 -0.36293  0.00
H: 3.33402 -3.68524 -0.65632  0.00
H: 2.77010 -5.03630 -1.66368  0.00
H: 2.41677 -1.71358 -3.51386  0.00
H: 3.43640 -3.16484 -3.45441  0.00
H: 3.61044 -1.91040 -2.21369  0.00
N: -1.49275 0.14508 -0.14902  0.02
C: -2.52935 -0.22949 -0.55578  0.01
C: -3.72722 -0.64622 -1.04177  0.00
C: -4.26131 -1.88218 -0.58924  0.00
N: -4.65053 -2.88620 -0.18141  0.00
C: -4.34401 0.15866 -2.04059  0.00
N: -4.77898 0.86459 -2.83931  0.00

Results
Net charge = +1
Expectation value of S² = 0.76
ΔE to the lowest compared entry with this formula, charge and spin = 0.0 kcal per mole
HOMO (spin up / spin down) = -0.4013 / -0.4003 Eh
Calculated total energy = -155066.70143 eV
Multiplicity = 2